# 1
Formula: C17H26CaN3O5
Source: the OMol25 dataset
Level of theory: ωB97M-V/def2-TZVPD

Cartesian coordinates (Å):
O 3.787 -1.190 3.118
C 3.816 -1.047 1.689
C 2.378 -1.203 1.026
O 1.945 0.097 0.525
C 0.549 0.175 0.854
O -0.046 1.395 0.396
C -1.210 1.175 -0.387
C -2.440 0.618 0.459
C -3.465 1.592 0.923
N -4.609 1.249 1.693
C -4.646 -0.119 1.908
C -5.824 -0.663 2.683
C -6.032 -2.072 2.963
C -4.990 -3.053 2.434
C -3.830 -2.549 1.689
C -3.622 -1.079 1.398
N -2.484 -0.732 0.681
H 3.031 -1.724 3.412
H 4.161 0.008 1.475
H 4.501 -1.802 1.206
H 2.373 -1.968 0.186
H 1.658 -1.619 1.803
H 0.419 0.148 1.981
H 0.062 -0.728 0.361
H -1.516 2.174 -0.824
H -0.987 0.427 -1.213
H -3.316 2.701 0.650
H -6.603 0.054 3.072
H -6.952 -2.381 3.517
H -5.166 -4.137 2.641
H -3.067 -3.299 1.342
Ca -5.054 3.195 -0.292
C 3.370 -2.906 -2.663
C 4.631 -3.040 -1.849
O 4.607 -3.255 -0.643
N 5.820 -2.917 -2.491
C 6.060 -2.665 -3.899
H 2.507 -3.028 -2.012
H 3.321 -1.915 -3.120
H 3.335 -3.678 -3.433
H 6.618 -3.019 -1.881
H 6.649 -3.490 -4.302
H 6.635 -1.741 -3.991
H 5.135 -2.572 -4.462
C -1.155 6.779 -1.597
C -1.745 5.843 -0.525
O -2.900 6.397 -0.084
H -0.934 7.768 -1.191
H -0.215 6.363 -1.978
H -1.830 6.897 -2.449
H -0.932 5.691 0.209
H -1.797 4.844 -1.009

Forces on the atoms, in the same order (eV/Å):
-0.262 0.019 -0.276
-0.640 -0.096 -0.809
0.860 -0.465 0.161
-1.593 -0.530 0.918
0.218 -0.624 0.055
-0.358 -0.824 -0.326
-0.447 -0.276 -0.040
0.127 0.581 -0.213
-0.554 -1.891 0.629
3.347 -0.979 -2.823
-1.351 -0.872 0.852
0.119 -1.876 0.113
2.423 1.926 -1.891
0.639 2.868 -0.667
-2.180 -0.048 1.362
-0.355 -1.745 0.734
-2.709 2.767 1.023
0.483 0.170 -0.408
-0.281 -1.248 0.170
-0.629 0.812 0.654
0.197 1.027 0.811
0.736 0.661 -0.704
0.166 -0.081 -1.169
0.176 1.068 0.658
0.520 -1.024 0.395
-0.430 0.875 0.851
0.959 -1.651 1.192
1.162 -0.678 -0.594
1.148 0.166 -0.589
0.505 1.108 -0.364
-0.832 1.160 0.286
-0.311 1.142 0.239
-0.113 0.016 -0.012
0.358 -0.078 0.379
-0.221 0.031 -0.124
-0.454 -0.002 0.035
0.421 -0.050 0.297
0.159 -0.030 0.033
-0.014 -0.099 -0.140
-0.028 0.142 -0.092
-0.048 0.006 -0.061
-0.067 0.103 -0.229
-0.065 -0.020 -0.250
0.033 -0.022 0.119
0.427 -0.124 -0.324
1.237 0.548 -0.871
-1.583 -1.722 0.398
-0.150 -0.121 0.086
0.011 0.024 0.024
-0.073 -0.006 0.164
-0.299 0.102 0.456
-0.382 -0.139 -0.114

Summary:
LUMO level: -5.76 eV
HOMO-LUMO gap: 3.86 eV
charge: +1

Atomic partial charges in e from the Löwdin method, atoms 1 to 6: -0.09, -0.19, -0.16, -0.11, -0.25, -0.09



# 2
Formula: CH3ClN2
Source: the OMol25 dataset
Level of theory: ωB97M-V/def2-TZVPD

Cartesian coordinates (Å):
Cl 2.007 0.658 -1.066
N 0.678 0.664 0.038
C -0.573 0.033 -0.244
N 0.157 -0.803 0.669
H -0.852 -0.515 -1.206
H -1.429 0.425 0.112
H 0.014 -0.464 1.698

Forces on the atoms, in the same order (eV/Å):
-0.762 -0.714 -0.001
-0.898 -1.105 1.537
1.314 -3.034 -2.553
1.665 2.372 1.258
1.121 0.869 0.905
-2.547 2.294 1.244
0.108 -0.682 -2.390

Summary:
LUMO level: 0.61 eV
HOMO-LUMO gap: 10.72 eV
relative energy (zero: lowest compared OMol25 entry of this formula, charge and spin): 104.4 kcal/mol
structure (SMILES): ClN1CN1

Atomic partial charges in e from the Löwdin method, atoms 1 to 6: 0.53, -0.48, -0.38, 0.02, 0.13, 0.06



# 3
Formula: C3ClO2
Source: the OMol25 dataset
Level of theory: ωB97M-V/def2-TZVPD

Cartesian coordinates (Å):
O -1.642 -0.692 -1.394
C -0.971 -0.394 -0.363
O -0.614 -1.087 0.707
C -0.210 0.902 0.132
C 0.952 0.644 0.371
Cl 2.485 0.627 0.547

Forces on the atoms, in the same order (eV/Å):
2.075 1.609 2.629
-0.524 -2.762 2.404
-2.849 -1.061 -3.074
-1.213 0.017 -2.035
-1.693 2.501 -0.611
4.204 -0.304 0.688

Summary:
LUMO level: 3.25 eV
HOMO-LUMO gap: 6.46 eV
charge: -1
relative energy (zero: lowest compared OMol25 entry of this formula, charge and spin): 82.8 kcal/mol
structure (SMILES): O=C([O-])C#CCl

How positive or negative is each atom? The Löwdin charges in e answer that: -0.08, -0.64, -0.19, -0.04, -0.80, 0.75



# 4
Formula: C5H4O2Pb
Source: the OMol25 dataset
Level of theory: ωB97M-V/def2-TZVPD

Cartesian coordinates (Å):
C 1.578 -0.036 0.248
Pb -0.791 2.390 -0.721
O 1.017 1.206 0.264
C 0.056 1.705 1.236
H -0.458 0.907 1.800
H 0.609 2.383 1.906
O 1.504 -2.107 -0.895
C 0.827 -0.977 -0.406
C -0.589 -0.929 -0.552
C -1.796 -0.856 -0.739
H 0.906 -2.752 -1.284
H -2.863 -0.932 -0.857

Forces on the atoms, in the same order (eV/Å):
0.666 -2.363 -0.828
-0.449 0.450 -0.456
-1.239 1.644 0.221
0.474 -0.037 1.004
0.319 0.221 -0.370
-0.357 -0.236 -0.066
0.222 -0.507 0.168
0.267 0.692 0.622
-0.765 0.047 -0.845
0.654 -0.425 0.189
-0.315 0.278 0.232
0.523 0.236 0.129

Summary:
LUMO level (alpha / beta): 3.13 / 3.07 eV
HOMO-LUMO gap (alpha / beta): 5.09 / 5.68 eV
charge: -1
spin multiplicity: 2

Atomic partial charges in e from the Löwdin method, atoms 1 to 6: -0.14, 0.70, -0.55, -0.47, 0.03, 0.02



# 5
Formula: C5H5NO2
Source: the OMol25 dataset
Level of theory: ωB97M-V/def2-TZVPD

Cartesian coordinates (Å):
C -1.819 -0.776 -0.032
C -0.539 -0.183 -0.069
C -0.324 1.099 0.031
C 1.861 0.968 0.027
C 1.681 -0.561 0.021
H -2.600 0.069 -0.662
H -1.816 -2.209 -0.273
H -2.253 -0.765 1.338
H -1.015 1.920 0.018
H 2.846 1.197 -0.162
N 0.887 1.691 -0.089
O 2.644 -1.316 0.025
O 0.447 -1.135 -0.171

Forces on the atoms, in the same order (eV/Å):
-5.895 -2.171 2.163
0.428 -2.027 0.029
-0.556 2.710 -0.607
0.458 -5.081 -0.330
3.023 -1.820 -0.267
1.908 -3.402 1.914
-0.152 5.082 0.307
1.201 -0.054 -4.352
-1.362 -0.766 0.226
2.210 1.025 -0.007
-0.561 2.932 0.182
-1.414 1.382 0.189
0.710 2.190 0.551

Summary:
LUMO level: -0.13 eV
HOMO-LUMO gap: 9.18 eV
relative energy (zero: lowest compared OMol25 entry of this formula, charge and spin): 115.0 kcal/mol

Atomic partial charges in e from the Löwdin method, atoms 1 to 6: -0.08, -0.45, -0.13, -0.04, -0.36, 0.16



# 6
Formula: C3H9N3S
Source: the OMol25 dataset
Level of theory: ωB97M-V/def2-TZVPD

Cartesian coordinates (Å):
H -2.362 0.236 -0.408
N -1.738 0.962 -0.089
C -0.515 0.532 -0.012
N 0.437 1.295 0.586
C 0.103 2.653 0.953
N -0.038 -0.708 -0.518
C -1.015 -1.589 -1.161
S 1.368 -1.452 0.075
H 1.387 1.024 0.369
H 0.975 3.123 1.462
H -0.194 3.258 0.065
H -0.749 2.679 1.633
H -0.519 -2.437 -1.670
H -1.816 -2.099 -0.498
H -1.557 -1.030 -1.942
H 0.882 -1.929 1.269

Forces on the atoms, in the same order (eV/Å):
-0.091 -0.059 -0.170
1.269 -0.526 0.144
-1.044 0.113 0.024
0.077 -0.160 -0.130
0.456 0.829 -0.170
-0.612 -0.547 -0.033
-1.111 -0.957 -0.153
-0.471 -0.012 0.455
-0.096 0.390 0.214
-0.586 -0.362 -0.442
0.285 -0.316 0.527
0.087 -0.195 -0.021
0.071 0.672 0.352
1.309 1.073 -0.482
0.195 -0.126 0.319
0.262 0.183 -0.432

Summary:
LUMO level: 0.64 eV
HOMO-LUMO gap: 9.49 eV
relative energy (zero: lowest compared OMol25 entry of this formula, charge and spin): 18.9 kcal/mol
structure (SMILES): [H]/N=C(/NC)N(C)S

Atomic partial charges in e from the Löwdin method, atoms 1 to 6: 0.01, 0.12, -0.55, -0.05, -0.11, -0.52



# 7
Formula: C5H13N2
Source: the OMol25 dataset
Level of theory: ωB97M-V/def2-TZVPD

Cartesian coordinates (Å):
C 0.626 -3.215 -1.174
C 1.151 -2.526 -0.170
N 0.625 -1.375 0.448
C 1.485 -0.206 0.382
H -0.348 -2.927 -1.567
H 1.103 -4.007 -1.725
H 2.100 -2.850 0.253
H -0.259 -1.194 -0.012
H 1.548 0.366 1.319
H 2.507 -0.517 0.163
H 1.210 0.480 -0.430
C -1.050 2.369 -0.298
C -2.338 2.217 -0.559
N -0.582 2.196 1.099
H -0.258 2.415 -1.029
H -2.647 2.333 -1.588
H -3.056 2.085 0.239
H -1.376 2.285 1.727
H -0.113 1.285 1.219
H 0.156 2.865 1.334

Forces on the atoms, in the same order (eV/Å):
-0.812 0.747 -0.196
1.110 -0.690 -0.220
-0.842 0.014 -0.156
0.420 0.012 -0.217
0.077 0.059 -0.039
0.227 -0.299 0.510
0.048 0.187 -0.057
-0.113 0.129 0.207
-0.091 -0.222 0.154
0.029 0.095 0.081
0.007 -0.066 -0.106
-0.530 -0.845 -0.001
0.874 0.646 0.049
0.612 -0.050 -0.498
0.053 0.296 0.055
-0.291 -0.191 0.053
-0.232 -0.057 -0.165
0.075 0.005 0.366
-0.321 -0.075 0.037
-0.301 0.307 0.144

Summary:
LUMO level: -3.64 eV
HOMO-LUMO gap: 7.93 eV
charge: +1
relative energy (zero: lowest compared OMol25 entry of this formula, charge and spin): 84.3 kcal/mol

Atomic partial charges in e from the Löwdin method, atoms 1 to 6: 0.02, -0.26, -0.11, -0.13, 0.05, 0.06



# 8
Formula: C2H7NS2
Source: the OMol25 dataset
Level of theory: ωB97M-V/def2-TZVPD

Cartesian coordinates (Å):
C -0.850 0.206 -0.821
C 0.533 -0.313 -0.781
N 1.444 0.496 -0.221
S 0.882 -1.912 -0.996
S 3.039 -0.004 0.420
H -1.505 -0.626 -0.573
H -1.112 0.536 -1.904
H -0.911 0.960 -0.102
H -0.210 -0.602 1.382
H 1.054 1.376 -0.033
H 2.615 -0.237 1.629
H -0.267 -0.461 2.147

Forces on the atoms, in the same order (eV/Å):
-0.117 -1.512 -3.186
-1.039 0.065 -0.329
3.656 0.286 0.558
0.427 -2.286 -0.426
-2.077 0.979 -1.737
-0.556 0.167 0.078
0.124 -0.113 1.833
-0.640 1.466 0.943
-0.055 0.124 1.377
0.394 1.467 0.717
-0.166 -0.424 1.250
0.049 -0.220 -1.078

Summary:
LUMO level (alpha / beta): 0.60 / -2.12 eV
HOMO-LUMO gap (alpha / beta): 6.06 / 7.13 eV
spin multiplicity: 3
relative energy (zero: lowest compared OMol25 entry of this formula, charge and spin): 35.0 kcal/mol

Atomic partial charges in e from the Löwdin method, atoms 1 to 6: -0.16, -1.07, -0.44, 0.74, 0.73, 0.06



no.,maximum force (eV/A)
1,4.487
2,4.177
3,4.323
4,2.590
5,6.644
6,1.760
7,1.326
8,3.709